The following is a quantum chemistry calculation of a single C15H17Cl2NO3 molecule, from the OMol25 dataset.

The geometry in XYZ format:
```
38
Properties=species:S:1:pos:R:3:forces:R:3:lowdin_charge:R:1
O 0.742627 1.744800 1.039941 -0.1 0.0 0.0 0.114
C 0.022664 1.969004 0.102173 -0.2 0.0 0.3 -0.510
C -1.497064 1.998763 0.163906 0.2 -0.1 0.0 -0.060
C -2.001195 0.957717 1.118158 0.0 0.0 -0.1 -0.243
C -2.456773 1.295053 2.385700 0.0 -0.1 -0.1 -0.018
C -2.893038 0.333301 3.278405 0.0 -0.1 0.0 -0.094
C -2.871566 -1.000045 2.901599 0.1 0.3 -0.2 -0.673
Cl -3.412937 -2.213870 3.998813 -0.1 -0.2 0.2 0.687
C -2.416146 -1.374151 1.647487 0.0 0.0 0.1 -0.122
C -1.982653 -0.391933 0.773660 -0.2 0.1 0.4 -0.580
Cl -1.410208 -0.868353 -0.783048 0.0 -0.1 -0.3 0.780
O 0.444365 2.237061 -1.129516 -0.1 0.0 -0.5 0.026
C 1.847093 2.359506 -1.366728 0.5 0.2 0.0 -0.046
C 2.296518 1.424991 -2.501249 -0.3 0.4 0.3 -0.420
O 2.605728 1.901308 -3.577322 0.1 0.3 -0.2 0.062
N 2.310628 0.103766 -2.256563 -0.1 -0.4 -0.1 -0.044
C 2.129841 -0.563641 -0.987156 0.2 0.0 0.5 -0.161
C 3.445074 -1.210004 -0.544377 -0.2 -0.2 -0.1 -0.166
C 3.937434 -2.182354 -1.612087 0.2 0.2 0.0 -0.206
C 4.065384 -1.453864 -2.947205 -0.3 -0.2 0.0 -0.171
C 2.734712 -0.799058 -3.311651 0.3 0.1 -0.4 -0.139
H -1.884803 1.846738 -0.844060 0.0 0.1 0.1 0.116
H -1.786825 2.993831 0.507012 0.0 0.0 0.0 0.136
H -2.467039 2.333003 2.680835 0.0 0.1 0.0 0.121
H -3.243608 0.612990 4.258748 0.0 0.0 0.1 0.107
H -2.395157 -2.412179 1.357084 0.0 -0.1 0.0 0.105
H 2.024725 3.381083 -1.715737 0.0 -0.3 0.0 0.140
H 2.400011 2.184401 -0.438512 -0.1 0.0 -0.2 0.129
H 1.781313 0.120956 -0.218855 -0.1 0.0 -0.1 0.096
H 1.370195 -1.343040 -1.118302 0.0 0.1 0.1 0.097
H 3.287463 -1.726305 0.403266 0.0 0.0 0.1 0.114
H 4.192514 -0.429440 -0.387193 0.0 0.1 0.1 0.119
H 4.899221 -2.606734 -1.319636 0.0 -0.1 0.0 0.108
H 3.223712 -3.003706 -1.712174 0.0 -0.1 0.0 0.113
H 4.355784 -2.147933 -3.736641 0.0 0.0 -0.1 0.111
H 4.832676 -0.680853 -2.873202 0.0 0.0 -0.1 0.120
H 2.824670 -0.217384 -4.229924 -0.1 -0.1 0.1 0.120
H 1.962724 -1.565330 -3.442403 0.0 0.0 0.0 0.131
```
Positions in Å, forces in eV/Å.

lowest unoccupied orbital energy = 0.67 eV
Kohn-Sham gap = 9.85 eV
SMILES = O=C(Cc1ccc(Cl)cc1Cl)OCC(=O)N1CCCCC1
E_tot = -48509.61299 eV
ΔE to the lowest compared entry with this formula, charge and spin = 0.0 kcal/mol
E_HOMO = -9.2 eV
total charge = 0